Below is a cluster of 3 separate species, C3H13NO2 in total, with properties calculated with the ωB97M-V functional and the def2-TZVPD basis.

The geometry in XYZ format:
```
19
C3H13NO2 the ωB97M-V functional and the def2-TZVPD basis
C -0.36450 -1.40552 -1.21522
C 0.06080 0.03586 -1.37163
N -1.07648 0.94078 -1.22786
C -0.63839 2.33713 -1.19968
H 0.47910 -2.08319 -1.29367
H -1.16315 -1.68328 -1.91913
H -0.80636 -1.58171 -0.22847
H 0.49015 0.22456 -2.35788
H 0.85988 0.28182 -0.64915
H -1.45861 0.76553 -0.30466
H -1.53821 2.96024 -1.08152
H 0.07708 2.52636 -0.39911
H -0.21467 2.62557 -2.15025
O 0.77693 -3.09363 1.86411
H 0.23802 -2.30323 1.82698
H 1.40728 -3.00624 2.58908
O 0.94916 1.42559 2.26585
H 0.93384 0.83066 1.50400
H 0.26196 1.06954 2.84088
```

Its LUMO energy is 0.269 eV. Its SMILES is CCNC.O.O. As for the max |F|: 0.0188 Eh/bohr. The net charge is 0. For the calculated total energy, the calculation gives -327.3062 Ha. Its energy relative to the best compared isomer or geometry (same formula, charge and spin) is 22.35 kcal per mole. As for the HOMO-LUMO gap: 9.48 eV.

Table of Löwdin atomic charges, one value per atom, all in e:
1 C -0.099
2 C -0.328
3 N -0.138
4 C -0.140
5 H 0.072
6 H 0.081
7 H 0.056
8 H 0.114
9 H 0.095
10 H 0.091
11 H 0.082
12 H 0.065
13 H 0.071
14 O -0.056
15 H 0.008
16 H 0.039
17 O -0.055
18 H 0.006
19 H 0.036


Below is a structure of composition C19H12BrCl3N2O4STi, with properties calculated with the ωB97M-V functional and the def2-TZVPD basis.

The geometry in XYZ format:
```
43
C19H12BrCl3N2O4STi the ωB97M-V functional and the def2-TZVPD basis
Ti 0.15936 0.50646 -0.66351
C 1.08926 -3.81280 3.08312
C 0.99751 -2.33758 2.82799
C 1.26795 -1.38927 3.80862
C 1.20874 -0.03366 3.52799
C 0.86086 0.31318 2.24000
Br 0.75055 2.12068 1.67119
N 0.58073 -0.55919 1.29031
C 0.65772 -1.85705 1.56948
H 1.00430 -4.03300 4.14608
H 2.04688 -4.20254 2.73402
H 0.30195 -4.35234 2.55833
H 1.53053 -1.71530 4.80809
H 1.42105 0.72010 4.27102
H 0.43745 -2.53257 0.75114
Cl 5.47024 0.13291 -5.72289
C 4.43270 0.08152 -4.32470
C 3.49707 -0.93004 -4.20431
C 2.68679 -0.94965 -3.08438
Cl 1.49061 -2.20363 -2.93598
C 2.76968 0.00993 -2.06941
O 1.99361 -0.04684 -1.00264
C 3.72755 1.01122 -2.24823
Cl 3.87225 2.24676 -1.03846
C 4.55678 1.05922 -3.35448
H 3.39349 -1.68627 -4.96819
H 5.28323 1.85169 -3.45807
O -1.66400 0.22318 0.01519
C -1.77414 0.90278 -1.09725
N -1.17896 0.22235 -2.20659
S -0.62979 1.47465 -3.10173
O -0.45382 1.23479 -4.49179
O 0.56304 1.92184 -2.33195
C -1.87819 2.62168 -2.66121
C -2.23094 3.82174 -3.24055
C -3.13745 4.61627 -2.54987
C -3.63329 4.21276 -1.31124
C -3.25369 3.00957 -0.73008
C -2.36567 2.20131 -1.42415
H -1.82137 4.12601 -4.19431
H -3.46087 5.55551 -2.97735
H -4.33786 4.85081 -0.79375
H -3.64423 2.70084 0.23005
```

Its LUMO energy (alpha / beta) is -0.232 / -0.232 eV. As for the max |F|: 0.0133 Eh/bohr. The net charge is 0. For the calculated total energy, the calculation gives -6344.0163 Ha. Its energy relative to the best compared isomer or geometry (same formula, charge and spin) is 0.00 kcal per mole. As for the HOMO-LUMO gap (alpha / beta): 6.83 / 6.85 eV.

Table of Löwdin atomic charges, one value per atom, all in e:
1 Ti 0.918
2 C -0.036
3 C -0.229
4 C -0.003
5 C -0.066
6 C -0.674
7 Br 0.912
8 N -0.043
9 C -0.032
10 H 0.081
11 H 0.092
12 H 0.086
13 H 0.124
14 H 0.112
15 H 0.142
16 Cl 0.652
17 C -0.669
18 C -0.128
19 C -0.568
20 Cl 0.713
21 C -0.464
22 O -0.275
23 C -0.579
24 Cl 0.705
25 C -0.131
26 H 0.107
27 H 0.105
28 O -0.125
29 C -0.590
30 N -0.135
31 S 0.690
32 O -0.243
33 O -0.355
34 C -0.224
35 C -0.029
36 C -0.073
37 C -0.066
38 C -0.003
39 C -0.152
40 H 0.123
41 H 0.105
42 H 0.106
43 H 0.121


Below is a cluster of 2 separate species, C7H7ClOS2Si in total in a non-equilibrium geometry, with properties calculated with the ωB97M-V functional and the def2-TZVPD basis.

The geometry in XYZ format:
```
19
C7H7ClOS2Si the ωB97M-V functional and the def2-TZVPD basis
C -1.74854 0.10838 -0.12881
C -1.04561 0.08333 1.07262
C -1.39865 -0.76170 -1.15110
C -0.01524 -0.80135 1.26598
C -0.37938 -1.67102 -0.98523
C 0.32391 -1.72422 0.24458
C 1.35852 -2.61508 0.38498
O 1.91144 -3.62709 0.54108
Si 3.42903 -0.09317 -0.00387
S 4.08260 0.69608 1.90983
S 2.04674 1.37762 -0.85266
Cl 5.04049 -0.24506 -1.23698
H -2.55226 0.81406 -0.26562
H -1.30870 0.77561 1.85752
H -1.93794 -0.73053 -2.08662
H 0.54822 -0.81177 2.18412
H -0.10455 -2.35361 -1.77442
H 3.14034 1.62497 1.97923
H 2.30582 1.04014 -2.10485
```

Its LUMO energy (alpha / beta) is -1.244 / -0.501 eV. As for the max |F|: 0.0432 Eh/bohr. The net charge is 0. For the calculated total energy, the calculation gives -1892.2420 Ha. Its energy relative to the best compared isomer or geometry (same formula, charge and spin) is 42.05 kcal per mole. As for the HOMO-LUMO gap (alpha / beta): 5.54 / 6.93 eV.

Table of Löwdin atomic charges, one value per atom, all in e:
1 C -0.082
2 C -0.088
3 C -0.083
4 C -0.057
5 C -0.032
6 C -0.268
7 C -0.140
8 O 0.189
9 Si -0.406
10 S 0.328
11 S 0.347
12 Cl 0.188
13 H 0.103
14 H 0.109
15 H 0.109
16 H 0.117
17 H 0.119
18 H -0.232
19 H -0.221


Below is a structure of composition C26H34N3O4P2V in a non-equilibrium geometry, with properties calculated with the ωB97M-V functional and the def2-TZVPD basis.

The geometry in XYZ format:
```
70
C26H34N3O4P2V the ωB97M-V functional and the def2-TZVPD basis
V 0.20931 0.50388 -1.70737
P 2.35206 -0.67011 -1.26196
C 2.46467 -1.02775 -2.98162
C 1.30103 -1.33679 -3.68798
N 0.08405 -0.83376 -3.18934
C -1.08755 -1.27448 -3.69814
C -1.12493 -2.22673 -4.70850
C 0.07123 -2.67997 -5.25500
C 1.28493 -2.19636 -4.78894
C -2.33922 -0.65407 -3.13409
P -1.99688 0.96516 -2.31672
H 2.26861 -2.49052 -5.15888
H -2.08609 -2.55753 -5.05427
H 0.07519 -3.42250 -6.06037
H -3.06734 -0.47426 -3.92704
H -2.81257 -1.30332 -2.38426
H 2.49244 1.00577 -3.64477
H 3.46563 -1.06720 -3.47070
H 0.75566 3.21726 -2.78967
O 2.05081 1.79158 -3.42097
H 1.95839 2.06353 -4.32456
H -0.00494 2.27560 -0.74273
O 0.10086 3.87309 -2.54717
H 0.48577 4.49632 -1.88031
C -2.27843 2.15326 -3.65896
H -3.34322 2.16134 -3.92633
H -1.93297 3.13754 -3.31093
H -1.66877 1.86576 -4.52743
C -3.37557 1.17534 -1.16924
H -3.14386 2.01929 -0.50445
H -4.30339 1.38575 -1.71519
H -3.50087 0.26985 -0.56138
C 2.34683 -2.41422 -0.76251
H 3.18422 -2.89998 -1.28674
H 2.44196 -2.46133 0.31707
H 1.39938 -2.85707 -1.09460
C 3.90561 0.08579 -0.70584
H 3.79146 0.28783 0.37153
H 4.73251 -0.61178 -0.88204
H 4.07771 1.03103 -1.23856
O 0.02812 2.59227 0.24162
C -0.20693 1.43479 0.85309
N -0.42390 1.46312 2.12362
C -0.34535 0.12946 2.68362
C -0.28538 -0.68833 1.39786
O -0.34376 -1.92215 1.27252
N -0.15197 0.20958 0.31100
C 0.94208 0.04347 3.50557
C 1.94866 -0.87599 3.21549
C 3.14720 -0.86013 3.94699
C 3.32346 0.05314 4.98830
C 2.29419 0.94972 5.31080
C 1.09998 0.93205 4.58084
C -1.58610 -0.21907 3.47968
C -1.53761 -0.85365 4.73295
C -2.72492 -1.12759 5.42673
C -3.96081 -0.79647 4.86076
C -4.00689 -0.19663 3.59353
C -2.81865 0.08509 2.90685
H -0.34364 2.34224 2.64460
H 1.78755 -1.62841 2.43955
H 3.93371 -1.57274 3.68870
H 4.25713 0.07009 5.55610
H 2.40936 1.66629 6.12815
H 0.28344 1.60416 4.86631
H -0.57559 -1.13513 5.16984
H -2.67497 -1.60211 6.41122
H -4.88664 -1.00959 5.40215
H -4.96428 0.05515 3.13358
H -2.85121 0.55209 1.91894
```

Its LUMO energy (alpha / beta) is -2.757 / -2.674 eV. As for the max |F|: 0.0676 Eh/bohr. Its expectation value of S² is 3.767. The net charge is +1. Its spin multiplicity is 4. For the calculated total energy, the calculation gives -3102.9037 Ha. Its energy relative to the best compared isomer or geometry (same formula, charge and spin) is 68.36 kcal per mole. As for the HOMO-LUMO gap (alpha / beta): 6.23 / 6.35 eV.

Table of Löwdin atomic charges, one value per atom, all in e:
1 V 0.541
2 P 0.797
3 C -0.356
4 C -0.376
5 N -0.051
6 C -0.331
7 C -0.051
8 C -0.052
9 C -0.033
10 C -0.249
11 P 0.824
12 H 0.121
13 H 0.107
14 H 0.119
15 H 0.100
16 H 0.105
17 H -0.020
18 H 0.095
19 H -0.017
20 O -0.042
21 H 0.069
22 H 0.059
23 O -0.066
24 H 0.088
25 C -0.235
26 H 0.059
27 H 0.029
28 H 0.064
29 C -0.240
30 H 0.050
31 H 0.060
32 H 0.049
33 C -0.231
34 H 0.063
35 H 0.020
36 H 0.059
37 C -0.238
38 H 0.038
39 H 0.055
40 H 0.047
41 O 0.129
42 C -0.469
43 N 0.200
44 C -0.264
45 C -0.348
46 O 0.104
47 N 0.053
48 C -0.161
49 C -0.012
50 C -0.057
51 C -0.068
52 C -0.057
53 C -0.041
54 C -0.148
55 C -0.004
56 C -0.055
57 C -0.068
58 C -0.059
59 C -0.027
60 H 0.198
61 H 0.101
62 H 0.112
63 H 0.112
64 H 0.113
65 H 0.126
66 H 0.123
67 H 0.114
68 H 0.112
69 H 0.108
70 H 0.103


net charge of number 1 (C3H13NO2)?
0


What is the calculated total energy in the second record?
-6344.0163 Ha


Which value of max |F| does entry 4 give?
0.0676 Eh/bohr